C10H11NO4 | wB97M-V/def2-TZVPD

CARTESIAN COORDINATES (ANGSTROEM)
C1 -4.9880 -0.1941 -0.6912
O1 -4.0047 -0.8872 0.0403
C2 -2.7430 -0.3882 0.0728
C3 -2.3243 0.7730 -0.5708
C4 -1.0086 1.1796 -0.4617
C5 -0.0808 0.4440 0.2681
C6 1.3116 0.9552 0.3290
O2 1.5951 2.1238 0.1420
N1 2.2627 0.0283 0.6409
C7 3.6591 0.3685 0.5721
C8 4.4118 -0.6194 -0.2890
O3 3.9292 -1.6111 -0.7665
O4 5.6921 -0.2796 -0.4392
C9 -0.5083 -0.7121 0.9210
C10 -1.8199 -1.1191 0.8266
H1 -4.7317 -0.1363 -1.7537
H2 -5.9037 -0.7713 -0.5730
H3 -5.1437 0.8154 -0.2981
H4 -3.0114 1.3661 -1.1531
H5 -0.6760 2.0837 -0.9489
H6 2.0514 -0.9529 0.5327
H7 3.7462 1.3788 0.1557
H8 4.1184 0.3757 1.5692
H9 6.1585 -0.9298 -0.9891
H10 0.1740 -1.2843 1.5316
H11 -2.1657 -2.0068 1.3324

Results
E_HOMO = -8.729 eV
multiplicity = 1
charge = 0
energy above the lowest of the compared OMol25 structures with the same formula, charge and spin = 0.00 kcal per mole
structure (SMILES) = COc1ccc(C(=O)NCC(=O)O)cc1
E_LUMO = 0.632 eV
E_tot = -743.41238 Eh